(1)
Computed, not measured: a 12-piece molecular cluster, C13H47O13 overall at a distorted geometry, with ωB97M-V/def2-TZVPD.

The lowest unoccupied orbital energy comes out at 2.386 eV. As for the energy above the lowest of the compared OMol25 structures with the same formula, charge and spin: 0.0 kJ/mol. The gap between HOMO and LUMO is 0.340 Ha. The HOMO energy is -6.88 eV. The total charge is -1. The electronic energy is -40860.0039 eV. The calculation puts the molar mass at 411.506 u.

```
73
Properties=species:S:1:pos:R:3:forces:R:3:lowdin_charge:R:1
C -1.25750 0.04834 -0.13453 0.2856 -0.0329 -0.0331 0.00
C 0.17736 -0.35616 -0.42137 -0.0696 -0.5887 -0.2358 -0.65
O 0.91555 -0.55599 0.58249 0.0988 0.3397 -0.1714 -0.06
O 0.49647 -0.56720 -1.61752 -0.0002 0.0407 0.0937 -0.05
H -1.64836 -0.74639 0.50594 -0.1769 0.3193 0.1820 0.07
H -1.84601 0.11571 -1.04007 -0.0214 0.1155 -0.0695 0.05
H -1.25197 1.01187 0.36778 -0.1882 -0.0494 0.1985 0.06
C 0.63155 -0.77243 -5.16941 -0.3747 -0.5490 0.0071 -0.19
O 1.51146 -0.19463 -4.25098 0.2282 0.3497 0.3804 -0.13
H -0.36355 -0.31643 -5.12612 0.0429 0.0224 -0.1880 0.07
H 1.05809 -0.65821 -6.16245 -0.0227 0.0978 -0.1434 0.07
H 0.49873 -1.85154 -4.98324 0.0226 0.1660 -0.0596 0.08
H 1.10913 -0.26144 -3.36907 0.2427 -0.0167 0.0141 0.02
C 0.62228 -3.31809 2.50798 -0.6720 0.2015 0.5821 -0.19
O 1.80193 -2.65759 2.19063 0.4150 0.1215 -0.4074 -0.14
H 0.08795 -3.61308 1.60040 -0.1040 -0.3238 0.0971 0.08
H 0.84419 -4.17037 3.15236 0.0604 -0.2265 -0.2563 0.07
H -0.04873 -2.67341 3.10018 -0.0359 -0.0366 -0.1802 0.07
H 1.55801 -2.05475 1.46327 0.3002 0.2260 0.1395 0.03
C 3.26283 0.01008 2.75813 0.4924 -0.0018 0.5429 -0.16
O 2.95476 0.95460 1.76397 -0.5175 0.2354 -0.5330 -0.16
H 4.10617 0.41283 3.32613 0.0106 -0.0785 -0.0479 0.08
H 2.43837 -0.13523 3.46369 -0.0456 -0.0821 -0.1438 0.08
H 3.54755 -0.95522 2.33661 -0.0613 -0.0068 0.0673 0.06
H 2.16313 0.60864 1.30238 0.1143 -0.0845 -0.0104 0.04
C 1.62772 3.73854 0.76777 0.3087 -0.2794 -0.0888 -0.12
O 0.90618 4.92236 0.37733 0.1443 -0.3554 -0.1109 -0.13
H 1.04076 2.83870 0.56736 -0.3633 0.3521 0.0791 0.07
H 2.54889 3.58154 0.19373 -0.0456 0.3139 0.0914 0.07
H 1.86932 3.76761 1.83200 -0.0191 -0.0418 -0.0498 0.08
H 1.54625 5.63586 0.30914 -0.0298 -0.0107 0.0103 0.08
C -4.83624 0.56968 1.86847 0.2492 -0.0172 0.7019 -0.14
O -5.29565 -0.50705 2.68112 -0.0763 -0.0878 -0.1068 -0.13
H -4.39884 1.35884 2.49413 -0.0212 -0.0281 -0.1074 0.08
H -4.06772 0.24094 1.16489 -0.1851 0.0774 -0.2395 0.06
H -5.71080 0.97687 1.37171 0.0644 -0.0145 -0.2668 0.08
H -4.54782 -1.05670 2.93294 0.0646 -0.0182 0.0413 0.04
C -0.91114 1.44173 3.21781 0.4488 -0.2371 -0.9329 -0.17
O -1.73869 0.88716 4.21383 -0.1578 -0.0093 0.2817 -0.11
H -1.49006 1.74939 2.34036 -0.0599 0.2366 0.1452 0.06
H -0.36075 2.29794 3.59577 -0.1714 0.0715 0.2809 0.08
H -0.17470 0.72053 2.83920 -0.0056 0.0106 0.1471 0.07
H -2.11548 0.08693 3.83785 -0.0135 -0.0933 0.1269 0.06
C -0.53042 3.71288 -2.60921 -0.0372 0.4455 -0.4345 -0.17
O -1.19001 4.48187 -1.61958 0.0504 0.1529 -0.0454 -0.14
H 0.42792 4.16251 -2.90005 0.0134 -0.1918 0.1750 0.08
H -0.38757 2.68322 -2.29780 0.1578 -0.2540 0.0690 0.06
H -1.14025 3.71958 -3.51696 -0.0933 -0.0946 0.1471 0.07
H -0.51107 4.81819 -1.01801 -0.0580 -0.1836 0.1889 0.03
C 3.71544 -2.58758 -0.97665 0.5109 0.1054 0.1606 -0.19
O 2.44276 -2.69356 -1.54288 -0.4666 0.1873 0.0810 -0.13
H 3.70446 -2.11148 0.01234 -0.0426 -0.0088 -0.0737 0.07
H 4.12338 -3.59267 -0.84600 -0.0318 -0.0049 -0.0261 0.07
H 4.41013 -2.02690 -1.62183 -0.0744 -0.0157 0.0855 0.07
H 1.95491 -1.86152 -1.38203 0.0016 -0.2422 -0.2773 0.03
C 3.37584 1.47008 -1.82828 0.2827 0.0174 0.0899 -0.15
O 4.25868 1.71603 -0.73999 -0.1360 -0.0859 0.1133 -0.14
H 3.29283 0.40814 -2.05664 -0.1369 -0.1011 0.0273 0.06
H 2.38051 1.88084 -1.63924 -0.0925 -0.0540 -0.0686 0.06
H 3.79826 1.95638 -2.70694 -0.0412 0.0726 0.0122 0.08
H 3.89476 1.28472 0.05486 0.1142 0.1817 -0.0906 0.04
C -3.05255 -1.56494 -2.48806 0.4352 0.1458 0.0083 -0.17
O -1.98060 -1.28469 -3.37588 -0.0857 0.0121 0.1106 -0.13
H -3.60651 -0.65558 -2.21789 0.0705 -0.0674 0.0408 0.07
H -3.75758 -2.24882 -2.95994 0.1208 -0.0690 -0.1281 0.07
H -2.65085 -2.02635 -1.58281 -0.2971 -0.0760 0.1033 0.06
H -1.18558 -1.06699 -2.85177 -0.1960 -0.0328 -0.0640 0.04
C -3.31204 -3.07766 1.34070 0.1224 -0.1032 0.0779 -0.15
O -2.78864 -2.96411 2.67111 -0.3222 0.1775 -0.3848 -0.13
H -4.29157 -3.56902 1.32169 0.1049 0.0414 0.0605 0.08
H -3.42923 -2.06837 0.95144 -0.0445 0.0179 0.0770 0.05
H -2.62888 -3.60582 0.66557 -0.0038 -0.0012 0.1670 0.08
H -2.59717 -3.84312 3.00815 0.0198 0.0011 -0.0297 0.08
```
Positions in Å, forces in eV/Å.

=====

(2)
Computed, not measured: a 2-piece molecular cluster, C5H14S overall at a distorted geometry, with ωB97M-V/def2-TZVPD.

Its structure (SMILES) is CCSC.CC. The lowest unoccupied orbital energy comes out at 0.980 eV. As for the energy above the lowest of the compared OMol25 structures with the same formula, charge and spin: 207.9 kJ/mol. The gap between HOMO and LUMO is 0.346 Ha. The HOMO energy is -8.44 eV. The electronic energy is -16245.1458 eV. The calculation puts the molar mass at 106.234 u.

```
20
Properties=species:S:1:pos:R:3:forces:R:3:lowdin_charge:R:1
C 0.04722 2.69703 -1.70701 -1.2271 -0.0446 0.7667 -0.22
C 0.32430 1.18689 -2.03220 -0.4880 1.0135 0.5089 -0.49
S 1.43722 0.49032 -0.62463 -0.9730 1.8025 -2.1606 0.74
C 1.35112 -1.25449 -0.94162 0.7337 0.0938 -1.8434 -0.47
H 0.80917 3.39522 -1.95690 1.2487 0.0704 -0.7438 0.03
H -0.02286 2.94485 -0.59524 -0.8675 -0.6952 -1.3391 0.08
H -0.81913 3.03127 -2.36350 0.6498 -0.3346 1.3405 0.08
H -0.75801 0.66760 -2.07351 2.8121 0.6936 -0.0265 0.11
H 0.87643 1.29041 -3.02221 -0.8311 -1.1627 1.1167 0.08
H 2.01023 -1.61188 -1.83789 -0.9324 0.5761 1.9173 0.07
H 1.67804 -1.54723 0.05565 -0.2410 -1.2540 -0.4115 0.00
H 0.30313 -1.42446 -1.22252 0.3089 -0.6615 0.6064 0.03
C -1.57060 -1.59406 2.37787 -2.0053 -0.5073 2.5584 -0.22
C -0.27967 -0.90231 2.16410 2.6155 1.9099 -3.0121 -0.25
H -2.47870 -1.24815 1.72655 1.8100 -0.4804 1.4208 0.10
H -1.46267 -2.67496 2.30850 -0.2039 -0.0890 -0.4772 0.04
H -1.76693 -1.46883 3.54592 -0.4170 -0.1825 -2.4358 0.10
H -0.12925 -0.07965 2.88308 -0.2112 -0.0614 -0.5032 0.05
H -0.26872 -0.39902 1.04090 0.2760 -1.2281 3.0310 0.05
H 0.71969 -1.49856 2.27467 -2.0571 0.5417 -0.3135 0.09
```
Positions in Å, forces in eV/Å.